*1*
C2H4IN | ωB97M-V/def2-TZVPD

Geometry (Å):
I 3.102 -0.639 0.903
N -0.876 0.094 0.957
C -1.195 -0.214 -0.296
C 1.518 -0.127 -0.470
H -0.431 -0.885 -0.550
H -2.116 0.081 -0.835
H 1.493 0.898 -1.257
H -1.496 0.792 1.549

- lowest unoccupied orbital energy (alpha / beta) (Ha) = -0.0349 / -0.0347
- HOMO-LUMO gap (alpha / beta) (eV) = 7.533 / 7.513

Partial atomic charges computed with the Mulliken method, in multiples of e:
1 I 0.060
2 N -0.441
3 C -0.376
4 C -0.397
5 H 0.467
6 H 0.267
7 H 0.222
8 H 0.199


*2*
C2H4IN | ωB97M-V/def2-TZVPD

Geometry (Å):
I 1.529 0.456 0.910
N -2.036 -0.438 -0.303
C 1.562 -0.186 -1.018
C -1.866 0.131 0.700
H 1.766 0.654 -1.704
H -2.547 0.418 1.526
H -0.555 0.077 1.032
H 2.148 -1.113 -1.143

- lowest unoccupied orbital energy (alpha / beta) (Ha) = -0.0323 / -0.0033
- HOMO-LUMO gap (alpha / beta) (eV) = 7.151 / 8.802

Partial atomic charges computed with the Mulliken method, in multiples of e:
1 I 0.159
2 N -0.321
3 C -0.620
4 C 0.096
5 H 0.254
6 H 0.300
7 H -0.139
8 H 0.272


*3*
C2H4IN | ωB97M-V/def2-TZVPD

Geometry (Å):
I -0.513 2.872 0.618
N -0.875 -1.103 -0.693
C 0.761 0.363 -0.170
C -0.212 -0.592 0.256
H -0.161 -0.761 1.347
H 1.541 0.427 0.489
H -1.349 -1.903 -0.555
H 0.807 0.698 -1.292

- lowest unoccupied orbital energy (alpha / beta) (Ha) = -0.0822 / -0.0820
- HOMO-LUMO gap (alpha / beta) (eV) = 6.898 / 6.903

Partial atomic charges computed with the Mulliken method, in multiples of e:
1 I -0.169
2 N -0.503
3 C -1.002
4 C 0.319
5 H 0.353
6 H 0.414
7 H 0.239
8 H 0.348


Verdict on stability: *3* comes out on top.


*1*
C3H16O5 | ωB97M-V/def2-TZVPD

Geometry (Å):
O 2.488 1.527 -1.759
O 0.910 -0.551 -2.063
O 2.037 -1.719 0.021
O -0.742 -1.648 0.788
O -1.982 -0.852 -1.888
C -0.915 2.116 1.460
C -0.329 0.764 0.876
C -0.731 -0.538 1.689
H 1.906 0.735 -2.005
H 2.775 -1.119 0.232
H -0.832 0.758 -0.099
H -0.992 -2.557 1.191
H -1.855 -1.611 -1.243
H 0.114 -0.134 -1.705
H -2.866 -0.665 -1.868
H 1.249 -1.787 0.715
H 3.020 1.473 -2.576
H -0.921 2.897 0.690
H 0.767 0.769 0.566
H -1.805 -0.457 2.007
H -2.024 1.902 1.635
H 0.049 -0.681 2.354
H 1.226 -1.172 -1.390
H -0.546 2.551 2.375

- lowest unoccupied orbital energy (Ha) = 0.0059
- SMILES = CCCO.O.O.O.O
- HOMO-LUMO gap (eV) = 10.348

Mulliken population analysis, charges in e, atoms 1 to 8:
1 O -0.668
2 O -0.767
3 O -0.743
4 O -0.519
5 O -0.597
6 C -1.302
7 C 0.126
8 C -0.490


*2*
C3H16O5 | ωB97M-V/def2-TZVPD

Geometry (Å):
O 2.122 -0.845 0.313
O 2.802 -1.914 -2.433
O -1.008 1.277 -0.319
O -1.007 -1.526 -1.711
O 1.399 2.384 -0.730
C -1.025 0.317 2.586
C -2.100 0.587 0.329
C -1.439 -0.394 1.267
H -2.117 -1.182 1.606
H -0.386 -1.031 -1.174
H -0.197 1.001 2.390
H 2.630 -1.592 -0.019
H -1.318 -0.917 -2.386
H 2.353 -2.444 -3.097
H -0.431 1.653 0.352
H -0.733 -0.361 3.387
H 1.434 -0.718 -0.343
H -2.537 0.048 -0.502
H 2.195 2.034 -0.335
H -0.502 -0.798 0.906
H 1.610 3.300 -0.936
H -1.856 0.883 2.989
H -2.854 1.286 0.683
H 2.965 -1.050 -2.822

- lowest unoccupied orbital energy (Ha) = 0.0166
- SMILES = CCCO.O.O.O.O
- HOMO-LUMO gap (eV) = 10.542

Mulliken population analysis, charges in e, atoms 1 to 8:
1 O -0.624
2 O -0.619
3 O -0.493
4 O -0.637
5 O -0.567
6 C -1.259
7 C -0.481
8 C 0.028


Verdict on stability: *2* comes out on top.


*1*
C36H25BrF3I2N4O5Tl | ωB97M-V/def2-TZVPD

Geometry (Å):
Tl -0.456 0.486 -0.322
I 1.395 2.440 -4.556
I 6.390 -0.997 -4.316
Br 3.027 1.839 0.853
F 0.455 -0.107 7.357
F 2.510 -0.583 6.967
F 1.989 1.389 7.646
O -1.497 -4.411 -2.285
O -2.611 -5.352 -3.897
O -5.051 0.527 -1.145
O -2.941 0.084 -0.594
O 0.488 0.149 -2.714
N -0.969 -2.048 0.787
N -2.386 -4.389 -3.147
N 0.788 2.080 2.916
N 1.664 -1.449 -0.201
C -2.538 -3.832 0.647
C 2.254 5.652 -0.517
C 2.423 -1.234 -2.499
C 0.168 2.927 2.032
C -2.214 -2.486 0.710
C 1.369 0.901 5.425
C 1.900 2.479 3.677
C -0.207 -4.295 0.773
C -3.203 -3.244 -3.262
C 4.373 -0.608 -3.750
C -3.940 -1.124 -2.401
C -4.940 -1.101 -3.369
C 0.136 0.916 3.357
C -4.210 -3.215 -4.231
C -5.049 -2.122 -4.300
C 1.563 0.423 6.787
C 0.963 5.897 -0.133
C 1.687 -0.111 -3.002
C 2.167 1.948 4.887
C 2.428 0.717 -3.888
C -1.863 4.130 1.469
C -1.236 3.032 2.027
C 3.725 0.497 -4.270
C 2.173 3.543 0.622
C -3.034 -2.169 -2.389
C 3.737 -1.452 -2.858
C 1.411 -2.349 0.910
C 0.024 -2.927 0.822
C 0.898 3.797 1.147
C 0.239 4.965 0.642
C -1.133 5.138 0.870
C -1.509 -4.757 0.674
C 0.395 0.348 4.551
C 2.852 4.440 -0.179
C -3.973 -0.052 -1.289
C 1.763 -2.133 -1.494
H -1.824 2.310 2.568
H 4.269 -2.297 -2.437
H 1.489 -1.767 1.835
H 0.624 -4.984 0.792
H 2.347 -3.065 -1.400
H -5.626 -0.266 -3.350
H -4.318 -4.054 -4.903
H 2.145 -3.173 0.945
H -5.809 -2.085 -5.070
H -1.618 6.036 0.515
H -1.718 -5.815 0.604
H -2.936 4.219 1.551
H 3.000 2.329 5.460
H 3.823 4.185 -0.576
H 2.527 -0.939 -0.025
H -2.212 -2.173 -1.691
H 0.455 6.794 -0.460
H -2.968 -1.714 0.665
H 0.751 -2.391 -1.820
H 2.793 6.364 -1.129
H -3.569 -4.137 0.544
H -0.576 0.499 2.664
H -0.138 -0.546 4.839
H 4.229 1.168 -4.950
H 2.468 3.305 3.281

- charge = -2
- lowest unoccupied orbital energy (Ha) = 0.1158
- HOMO-LUMO gap (eV) = 3.331

Mulliken population analysis, charges in e, atoms 1 to 8:
1 Tl 1.204
2 I -0.055
3 I -0.071
4 Br -0.097
5 F -0.308
6 F -0.319
7 F -0.314
8 O -0.529


*2*
C36H25BrF3I2N4O5Tl | ωB97M-V/def2-TZVPD

Geometry (Å):
Tl 1.420 -0.466 -1.157
I -3.351 -7.393 3.259
I 2.118 -4.878 3.207
Br 3.095 -1.021 1.596
F -2.988 3.833 3.734
F -2.363 2.362 5.192
F -3.988 1.924 3.838
O 2.298 3.443 2.085
O 3.512 5.218 2.090
O 0.281 1.835 -2.065
O 0.410 3.126 -3.898
O 0.329 -2.537 2.035
N -3.944 -1.633 -2.997
N -0.080 0.867 1.054
N 2.782 4.409 1.536
N -2.203 -2.028 0.063
C -2.209 -0.148 -2.302
C -2.838 -0.223 -4.592
C 3.445 0.873 -0.956
C -0.912 0.962 3.291
C -2.101 -5.762 2.838
C -3.771 -1.180 -4.239
C 4.171 0.538 1.424
C -2.032 0.311 -3.594
C 1.725 3.684 -0.563
C 0.065 -4.766 2.815
C -1.840 2.387 1.611
C -0.952 1.820 0.712
C 2.458 4.637 0.117
C 1.837 5.080 -2.508
C 5.717 2.056 2.463
C 1.411 3.908 -1.898
C -0.409 -3.528 2.274
C 3.696 1.572 -2.116
C -2.639 -4.583 2.322
C -1.808 1.949 2.926
C -0.070 0.441 2.314
C 2.900 5.808 -0.478
C -0.742 -5.854 3.088
C -2.407 -2.219 1.505
C 5.328 3.015 -1.098
C 4.237 1.232 0.179
C -1.835 -3.502 2.041
C 4.874 0.928 2.527
C -2.776 2.514 3.922
C 5.858 2.732 1.288
C 5.146 2.330 0.130
C -3.408 -1.621 -0.634
C 2.578 6.024 -1.806
C -3.166 -1.126 -2.038
C 4.639 2.622 -2.207
C 0.634 2.862 -2.706
H 0.606 -0.371 2.546
H -0.312 -6.761 3.493
H 6.250 2.375 3.350
H -2.745 0.096 -5.623
H -1.592 0.266 -1.517
H -0.864 0.586 4.303
H -1.426 -1.402 -0.106
H 1.429 2.764 -0.081
H 4.775 3.146 -3.148
H 6.511 3.596 1.221
H -2.529 3.155 1.289
H -1.276 1.065 -3.790
H -0.916 2.129 -0.327
H -3.706 -4.511 2.138
H -3.482 -2.189 1.713
H 2.910 6.931 -2.297
H -4.092 -2.469 -0.703
H 3.111 1.358 -3.010
H 6.017 3.852 -1.130
H 1.579 5.219 -3.550
H 3.481 6.513 0.097
H -3.953 -0.819 -0.097
H -1.948 -1.394 2.059
H -4.420 -1.618 -4.993
H 4.779 0.370 3.449

- charge = -2
- lowest unoccupied orbital energy (Ha) = 0.1311
- HOMO-LUMO gap (eV) = 5.831

Mulliken population analysis, charges in e, atoms 1 to 8:
1 Tl 0.906
2 I -0.071
3 I -0.054
4 Br -0.249
5 F -0.279
6 F -0.286
7 F -0.268
8 O -0.553


Verdict on stability: *2* comes out on top.


*1*
C3H6N3P | ωB97M-V/def2-TZVPD

Geometry (Å):
P 1.703 -1.421 0.024
N -1.789 -1.816 0.019
N -1.198 -0.660 -0.436
N -1.322 0.307 0.365
C 1.734 0.181 0.202
C -0.491 1.299 0.272
C 0.863 1.101 -0.449
H 2.386 0.593 1.005
H -1.773 -1.790 0.994
H -1.562 -2.544 -0.647
H 1.438 1.907 -0.720
H -0.651 2.278 0.766
H 0.662 0.565 -1.394

- lowest unoccupied orbital energy (alpha / beta) (Ha) = -0.0081 / -0.0179
- HOMO-LUMO gap (alpha / beta) (eV) = 7.628 / 7.044

Mulliken population analysis, charges in e, atoms 1 to 8:
1 P -0.141
2 N -0.464
3 N -0.076
4 N -0.381
5 C -0.063
6 C -0.021
7 C -0.787
8 H 0.313


*2*
C3H6N3P | ωB97M-V/def2-TZVPD

Geometry (Å):
P -1.815 -0.912 -0.367
N -1.319 0.565 -0.030
N -2.212 1.566 0.090
N 2.335 0.763 -0.347
C 0.899 -1.287 0.092
C -0.309 -1.827 0.087
C 1.343 -0.011 -0.543
H -1.793 2.460 0.054
H -0.438 -2.786 0.472
H 3.023 0.393 0.442
H 1.701 -1.806 0.418
H -3.214 1.395 -0.217
H 0.684 0.311 -1.508

- lowest unoccupied orbital energy (Ha) = -0.0082
- SMILES = [H]\N=C/C=C\P=N\N
- HOMO-LUMO gap (eV) = 8.120

Mulliken population analysis, charges in e, atoms 1 to 8:
1 P -0.125
2 N 0.088
3 N -0.518
4 N -0.597
5 C -0.378
6 C -0.409
7 C 0.162
8 H 0.212


*3*
C3H6N3P | ωB97M-V/def2-TZVPD

Geometry (Å):
P 1.575 0.444 -0.644
N -0.869 1.099 0.334
N -2.199 0.737 0.367
N 2.566 -0.037 0.719
C -2.278 -0.497 -0.245
C -0.968 -0.835 -0.768
C -0.125 0.216 -0.284
H 1.693 -0.736 -1.211
H -3.125 -1.059 -0.330
H 2.988 0.698 1.216
H -0.556 -1.595 -1.322
H -0.622 1.981 0.760
H 1.919 -0.418 1.409

- lowest unoccupied orbital energy (Ha) = 0.0264
- SMILES = NPc1ccn[nH]1
- HOMO-LUMO gap (eV) = 9.385

Mulliken population analysis, charges in e, atoms 1 to 8:
1 P 0.081
2 N 0.213
3 N -0.765
4 N -0.600
5 C -0.575
6 C -0.233
7 C 0.236
8 H -0.031


Verdict on stability: *3* comes out on top.